--- i ---
A cluster of 2 separate species, C3H8O2 in total. Source: the Open Molecules 2025 dataset; level of theory: ωB97M-V with the def2-TZVPD basis set.

Output
**Kohn-Sham gap**: 10.717 eV
**2S+1**: 1
**SMILES**: CC(C)=O.O

Each line ends with the natural charge from an NBO analysis.
CARTESIAN COORDINATES (ANGSTROEM)
C: 0.00 0.00 0.00  -0.716
C: 0.69 -1.34 -0.34  0.596
C: 1.58 -1.52 -1.56  -0.724
O: 0.49 -2.26 0.47  -0.565
H: -0.93 0.12 -0.58  0.238
H: 0.69 0.83 -0.25  0.216
H: -0.25 0.06 1.07  0.242
H: 2.34 -2.28 -1.31  0.242
H: 2.10 -0.56 -1.76  0.223
H: 1.05 -1.83 -2.47  0.248
O: 2.37 -4.84 2.00  -0.949
H: 1.88 -4.03 1.73  0.485
H: 3.30 -4.66 1.74  0.464

=====

--- ii ---
A cluster of 2 separate species, C3H8O2 in total. Source: the Open Molecules 2025 dataset; level of theory: ωB97M-V with the def2-TZVPD basis set.

Output
**Kohn-Sham gap**: 8.982 eV
**2S+1**: 1
**SMILES**: C/C=C/O.O

Each line ends with the natural charge from an NBO analysis.
CARTESIAN COORDINATES (ANGSTROEM)
C: -2.37 1.04 0.78  -0.644
C: -1.27 0.63 -0.17  -0.256
C: -0.14 -0.05 0.09  0.108
O: 0.62 -0.56 -0.95  -0.710
H: -2.91 1.80 0.22  0.214
H: -2.07 1.32 1.78  0.215
H: -3.07 0.20 0.75  0.217
H: -1.43 0.90 -1.21  0.197
H: 0.24 -0.09 1.10  0.156
H: 1.55 -0.34 -0.83  0.496
O: 3.36 -1.32 -0.39  -0.944
H: 4.13 -1.26 -0.97  0.473
H: 3.37 -2.27 -0.20  0.477

=====

--- iii ---
A cluster of 2 separate species, C3H8O2 in total. Source: the Open Molecules 2025 dataset; level of theory: ωB97M-V with the def2-TZVPD basis set.

Output
**Kohn-Sham gap**: 10.903 eV
**2S+1**: 1
**SMILES**: C=O.CCO

Each line ends with the natural charge from an NBO analysis.
CARTESIAN COORDINATES (ANGSTROEM)
C: -1.09 -2.70 0.15  0.287
O: -1.79 -1.96 -0.47  -0.484
H: -0.21 -3.15 -0.32  0.099
H: -1.21 -2.97 1.20  0.098
C: 0.08 1.64 0.63  -0.651
C: 1.06 1.01 -0.37  -0.068
O: 0.41 0.04 -1.19  -0.707
H: 0.22 1.08 1.56  0.202
H: 0.28 2.66 0.96  0.212
H: -0.96 1.47 0.35  0.221
H: 1.81 0.50 0.25  0.174
H: 1.52 1.79 -0.98  0.156
H: -0.11 0.57 -1.77  0.461

=====

Result of the stability comparison: i is the most stable of them.